C42H63CrN5O4 | ωB97M-V/def2-TZVPD

Structure (ORCA input):
```
! RIJCOSX wB97M-V def2-TZVPD def2/J DEFGRID3
* xyz 0 5
Cr 1.3062 -1.6669 0.6603
C 4.0149 -2.2153 2.3319
N 3.2987 -1.0872 1.7232
C 4.2333 -0.4277 0.7917
C 2.9158 -0.1200 2.7758
C 1.5716 -0.4484 3.4028
N 0.4970 -0.2910 2.4313
C -0.7082 -1.0604 2.8134
C -1.8421 -0.9432 1.8275
C -3.0130 -0.3248 2.2550
C -4.0841 -0.1088 1.4041
C -3.9284 -0.5737 0.1029
C -2.7842 -1.1977 -0.3874
C -1.6870 -1.3782 0.4912
O -0.5537 -1.9375 0.0857
C -2.8352 -1.6130 -1.8710
C -1.5406 -2.2009 -2.4293
C -3.1620 -0.3815 -2.7344
C -3.9357 -2.6698 -2.0524
C -5.3552 0.6366 1.8091
C -6.5700 -0.2910 1.6759
C -5.5466 1.8544 0.8942
C -5.2861 1.1375 3.2524
C 0.1789 1.1154 2.1659
C 0.9532 1.9027 1.1170
C 0.9982 3.2705 1.3397
C 1.4512 4.1748 0.3899
C 1.8296 3.6412 -0.8336
C 1.8184 2.2742 -1.1189
C 1.4147 1.3633 -0.1100
O 1.4774 0.0545 -0.2969
C 2.1940 1.7861 -2.5271
C 2.4403 2.9397 -3.5047
C 1.0383 0.9556 -3.1059
C 3.4878 0.9624 -2.4782
C 1.4815 5.6717 0.7009
C 1.9463 6.4993 -0.4967
C 2.4436 5.9317 1.8685
C 0.0754 6.1471 1.0957
H 4.9211 -1.8621 2.8386
H 4.3010 -2.9302 1.5610
H 3.3887 -2.7305 3.0555
H 5.1660 -0.1632 1.3063
H 3.7787 0.4721 0.3905
H 4.4669 -1.1025 -0.0329
H 2.8499 0.8656 2.3179
H 3.6947 -0.0781 3.5474
H 1.4218 0.2038 4.2766
H 1.5644 -1.4811 3.7656
H -1.0761 -0.7383 3.7986
H -0.3900 -2.0997 2.9067
H -3.0610 -0.0043 3.2898
H -4.7572 -0.4325 -0.5834
H -0.7249 -1.4832 -2.3633
H -1.7062 -2.4552 -3.4826
H -1.2406 -3.0999 -1.8904
H -2.4302 0.4101 -2.5563
H -4.1530 0.0229 -2.5257
H -3.1286 -0.6484 -3.7948
H -3.7152 -3.5560 -1.4501
H -3.9998 -2.9749 -3.1019
H -4.9146 -2.2957 -1.7490
H -6.6985 -0.6321 0.6463
H -7.4846 0.2286 1.9757
H -6.4519 -1.1728 2.3100
H -5.6756 1.5584 -0.1487
H -4.6794 2.5165 0.9498
H -6.4325 2.4207 1.1955
H -5.2242 0.3103 3.9643
H -6.1865 1.7108 3.4837
H -4.4246 1.7912 3.4079
H 0.2220 1.6745 3.1129
H -0.8601 1.1400 1.8381
H 0.6360 3.6357 2.2982
H 2.1534 4.3187 -1.6078
H 1.5688 3.5925 -3.5923
H 2.6463 2.5244 -4.4948
H 3.3021 3.5456 -3.2160
H 0.1613 1.5891 -3.2614
H 0.7449 0.1580 -2.4259
H 1.3203 0.5319 -4.0764
H 4.3100 1.5802 -2.1060
H 3.7570 0.6103 -3.4793
H 3.3949 0.1054 -1.8190
H 2.9597 6.2303 -0.8043
H 1.9496 7.5582 -0.2275
H 1.2806 6.3747 -1.3543
H 3.4577 5.6199 1.6070
H 2.1410 5.3785 2.7599
H 2.4650 6.9962 2.1204
H -0.6520 5.8776 0.3266
H 0.0604 7.2339 1.2189
H -0.2498 5.7003 2.0375
O 2.5353 -2.2353 -2.0940
C 1.9136 -2.7746 -3.2512
N 2.4955 -4.0553 -3.5704
C 2.2285 -5.2331 -2.9365
O 2.7326 -6.2911 -3.2398
C 1.2471 -5.1410 -1.7888
C -0.0214 -5.6892 -1.8422
C -0.8449 -5.5999 -0.7303
C -0.3837 -4.9423 0.3967
N 0.8232 -4.3893 0.4013
C 1.6439 -4.5162 -0.6299
H 2.1541 -1.3593 -1.8964
H 2.0666 -2.1195 -4.1082
H 0.8454 -2.8924 -3.0889
H 3.2209 -4.1048 -4.2690
H -0.3615 -6.1721 -2.7506
H -1.8385 -6.0239 -0.7269
H -0.9532 -4.8218 1.3068
H 2.6258 -4.0833 -0.5068
N 1.1645 -4.2447 2.6403
C 1.2890 -3.5443 1.6008
H 1.4158 -3.6945 3.4614
*
```

Summary:
E_HOMO (alpha / beta) ... -6.88 / -7.05 eV
Expectation value of S² ... 6.015
E_LUMO (alpha / beta) ... -0.5 / -0.5 eV
Gap between HOMO and LUMO (alpha / beta) ... 6.4 / 6.5 eV



C42H63F6N3O25P2S | ωB97M-V/def2-TZVPD

Structure (ORCA input):
```
! RIJCOSX wB97M-V def2-TZVPD def2/J DEFGRID3
* xyz 0 1
H -3.3629 -5.5737 -1.5019
N -3.6120 -4.6590 -1.1284
C -2.5804 -3.9823 -0.8687
C -2.6421 -2.6033 -0.2516
C -2.3359 -1.3818 -1.1674
O -3.0578 -0.1703 -0.9304
C -3.7015 0.0292 0.2652
S -5.3886 -0.7858 0.2151
O -2.9124 -0.2698 1.3746
C -3.5888 -0.4629 2.6006
C -2.5653 -0.3450 3.7343
C -1.5086 -1.4195 3.7123
O -1.9512 0.9414 3.6165
P -4.0095 1.9600 0.4231
O -5.6274 2.1879 0.2775
O -3.4074 2.5370 -0.9835
P -2.9270 -1.8844 -2.8689
O -4.3595 -2.2802 -2.8489
C -0.7742 -1.1534 -1.0888
C -0.2303 0.2082 -1.5802
C -0.7956 0.7680 -2.8895
C -0.3260 1.3071 -0.4900
C 1.0232 1.3209 0.2548
N -0.0252 -2.3390 -1.5773
C 1.0655 -2.5681 -0.6400
N 0.6048 -3.3577 0.4972
C 1.7177 -3.7469 1.3730
C 0.5154 -2.2051 -2.9233
C 1.0908 -3.5039 -3.5232
C 0.2365 -4.7280 -3.3052
O 1.1319 -3.2396 -4.9408
C 2.4590 -3.1509 -5.4132
C 3.1093 -1.8317 -5.0903
C 2.5673 -0.5867 -5.4645
C 3.2337 0.6176 -5.1259
C 4.4576 0.6100 -4.4275
C 5.0024 -0.6386 -4.0567
C 4.3313 -1.8408 -4.3872
H -1.5782 -4.3816 -1.0157
H -1.8827 -2.6316 0.5302
H -3.6070 -2.5560 0.2436
H -6.0183 -0.1670 1.2201
H -4.3491 0.2938 2.7963
H -4.0090 -1.4676 2.6625
H -3.1518 -0.3236 4.6560
H -0.9051 -1.3041 4.6061
H -1.9176 -2.4252 3.7474
H -0.8465 -1.2463 2.8664
H -2.3058 1.5427 4.2725
H -5.9343 1.9747 -0.6164
H -3.7303 2.0259 -1.7411
H -2.0593 -2.8516 -3.3971
H -2.8166 -0.7772 -3.7292
H -0.5971 -1.1455 -0.0122
H 0.8440 0.1151 -1.7357
H -0.5471 0.1919 -3.7806
H -1.8705 0.9222 -2.8757
H -0.3518 1.7521 -3.0409
H -0.4348 2.2869 -0.9429
H -1.0885 1.0939 0.2534
H 1.8623 1.2908 -0.4395
H 1.1142 2.1638 0.9276
H 1.0656 0.3880 0.8264
H 1.8860 -3.1122 -1.1252
H 1.5157 -1.6320 -0.2899
H 0.2310 -4.2066 0.0891
H 2.6819 -3.6632 0.8572
H 1.6011 -4.7740 1.7012
H 1.7406 -3.0887 2.2384
H -0.1951 -1.8390 -3.6552
H 1.3588 -1.5026 -2.9451
H 2.1176 -3.6424 -3.1883
H -0.8107 -4.5706 -3.5391
H 0.2829 -4.9863 -2.2440
H 0.6593 -5.5852 -3.8222
H 2.4253 -3.2776 -6.4965
H 3.0746 -3.9743 -5.0438
H 1.6297 -0.5403 -6.0028
H 2.8196 1.5726 -5.4227
H 4.9807 1.5234 -4.1840
H 5.9407 -0.6481 -3.5186
H 4.7763 -2.7758 -4.0693
O 2.8028 3.6955 3.2368
C 1.7269 4.0984 3.5255
O 0.5683 3.6918 2.9654
C -0.5016 4.3059 3.6768
C 0.1652 5.5107 4.2903
F -0.3753 5.8251 5.4987
O 1.4899 5.0523 4.4811
H -0.8647 3.6081 4.4337
H -1.3203 4.5673 3.0113
H 0.1706 6.3992 3.6579
O -9.3984 -5.2491 -6.0287
C -8.5776 -4.4761 -5.6657
O -7.3042 -4.7955 -5.3372
C -6.5922 -3.5748 -5.0877
C -7.7127 -2.6269 -4.7413
F -7.4482 -1.3565 -5.1368
O -8.7895 -3.1361 -5.5125
H -6.0678 -3.2689 -5.9942
H -5.8733 -3.6913 -4.2796
H -7.9905 -2.6217 -3.6868
O 3.8968 0.2760 -1.3580
C 4.6494 1.0158 -0.8256
O 5.8841 0.6696 -0.3853
C 6.5393 1.8541 0.0770
C 5.3700 2.7603 0.3880
F 5.6794 4.0584 0.1640
O 4.4007 2.3332 -0.5607
H 7.1628 2.2610 -0.7205
H 7.1594 1.6426 0.9437
H 4.9597 2.6555 1.3936
O -1.2807 3.8535 11.5345
C -1.1107 3.9559 10.3701
O 0.0228 4.4237 9.7869
C -0.1140 4.2578 8.3732
C -1.6116 4.2135 8.2025
F -1.9729 3.4107 7.1650
O -2.0362 3.6267 9.4156
H 0.3599 3.3228 8.0697
H 0.3483 5.0808 7.8363
H -2.0819 5.1904 8.0827
O 1.0634 -2.4282 4.9833
C 2.2166 -2.1710 4.9314
O 2.7624 -0.9897 5.3114
C 4.1844 -1.1115 5.2245
C 4.3403 -2.2365 4.2268
F 5.4432 -2.9843 4.4736
O 3.1842 -3.0161 4.4672
H 4.5894 -1.3806 6.2009
H 4.6347 -0.1794 4.8938
H 4.3511 -1.9188 3.1822
O 1.0837 4.5180 -0.4954
C 1.6630 4.7438 -1.5019
O 1.2165 4.4062 -2.7386
C 2.1182 4.9613 -3.6990
C 3.3803 5.1243 -2.8834
F 4.1089 6.1952 -3.2867
O 2.8716 5.3673 -1.5858
H 1.7366 5.9223 -4.0470
H 2.2401 4.2949 -4.5490
H 4.0224 4.2434 -2.8590
*
```

Summary:
E_HOMO ... -8.36 eV
SMILES string ... [H]/N=C/C[C@](O[C@@](S)(OC[C@@H](C)O)P(O)O)([PH2]=O)[C@H]([C@@H](C)CC)N(CNC)C[C@@H](C)OCc1ccccc1.O=C1OC[C@@H](F)O1.O=C1OC[C@@H](F)O1.O=C1OC[C@@H](F)O1.O=C1OC[C@@H](F)O1.O=C1OC[C@@H](F)O1.O=C1OC[C@@H](F)O1
E_LUMO ... -0.1 eV
Gap between HOMO and LUMO ... 8.2 eV